(1)
The following is a DFT calculation (the ωB97M-V functional and the def2-TZVPD basis) of a gas-phase ion, C6H9N2 (charge +1) in a non-equilibrium geometry.

The HOMO energy (alpha / beta) comes out at -12.838 / -15.158 eV. The expectation value of S² is 2.035. The value obtained for the LUMO energy (alpha / beta) is -4.802 / -8.720 eV. The orbital gap (alpha / beta) is 8.04 / 6.44 eV. The calculation puts the total energy at -9334.8955 eV.

ORCA input file:
```
! RIJCOSX wB97M-V def2-TZVPD def2/J DEFGRID3
* xyz 1 3
H -1.209 -2.302 0.275
H 0.546 2.663 -1.009
H -2.581 0.334 2.436
H -0.094 -2.643 -2.087
N 0.722 0.086 -0.704
C 0.162 -1.155 -0.659
C -0.889 0.662 1.078
H 1.438 -1.690 -2.229
H -1.159 1.383 2.881
H 0.547 3.016 0.707
C 0.729 -2.197 -1.599
H 1.834 2.029 -0.307
C 0.834 2.308 -0.070
H 1.436 -2.847 -1.113
C -1.608 0.809 2.172
C 0.190 0.914 0.174
N -0.897 -1.369 0.055
*
```

Here are the Mulliken charges for atoms 1 to 4, given in e: 0.2657 0.3838 0.2872 0.3730

=====

(2)
The following is a DFT calculation (the ωB97M-V functional and the def2-TZVPD basis) of a gas-phase ion, C6H9N2O (charge +1) in a non-equilibrium geometry.

The HOMO energy comes out at -14.012 eV. The value obtained for the LUMO energy is -5.789 eV. The orbital gap is 8.22 eV. The calculation puts the total energy at -11382.7633 eV. As for the SMILES: CC=C=C/C=[N+](/C)N=O.

ORCA input file:
```
! RIJCOSX wB97M-V def2-TZVPD def2/J DEFGRID3
* xyz 1 1
H 1.716 1.691 2.545
N -1.080 0.580 -0.123
N -0.922 -0.041 -1.398
C 1.056 -0.742 0.684
H 1.768 0.303 3.561
C 0.403 -1.532 -0.224
C -1.714 0.638 -2.363
C 1.866 -0.184 1.558
H 0.548 -2.615 -0.116
C 1.366 0.649 2.709
C -0.366 -1.227 -1.371
O -1.376 1.714 -0.064
H 3.024 -0.335 1.654
H -0.662 -2.015 -2.131
H -2.564 0.130 -2.925
H -2.289 1.438 -1.848
H -1.084 0.938 -3.107
H 0.310 0.609 2.958
*
```

Here are the Mulliken charges for atoms 1 to 4, given in e: 0.3009 0.0871 0.2817 0.3239

=====

(3)
The following is a DFT calculation (the ωB97M-V functional and the def2-TZVPD basis) of a gas-phase ion, C6H9N2O (charge +1) in a non-equilibrium geometry.

The HOMO energy comes out at -12.648 eV. The value obtained for the LUMO energy is -5.098 eV. The orbital gap is 7.55 eV. The calculation puts the total energy at -11384.9322 eV. As for the SMILES: C1=[N+]=COC/C=C\NC1.

ORCA input file:
```
! RIJCOSX wB97M-V def2-TZVPD def2/J DEFGRID3
* xyz 1 1
H 1.844 2.080 -0.778
C 1.275 1.307 -0.357
C -1.177 1.026 0.588
H -0.109 2.633 -0.699
N -1.162 -1.489 -0.182
H -0.040 -1.611 1.508
H -0.763 0.155 1.326
C 1.290 -1.147 -0.245
H 1.027 -1.358 -1.328
H -2.875 -1.258 -1.099
C -0.055 1.684 -0.198
H 1.972 -1.967 0.111
N 1.880 0.133 -0.011
C -0.032 -1.454 0.384
H 2.975 0.114 -0.005
H -1.619 1.620 1.437
C -2.206 -0.867 -0.380
O -2.224 0.400 -0.072
*
```

Here are the Mulliken charges for atoms 1 to 4, given in e: 0.3799 -0.3656 -0.2493 0.3228

=====

(4)
The following is a DFT calculation (the ωB97M-V functional and the def2-TZVPD basis) of a gas-phase ion, C6H9N2O (charge +1) in a non-equilibrium geometry.

The HOMO energy (alpha / beta) comes out at -12.219 / -12.401 eV. The value obtained for the LUMO energy (alpha / beta) is -4.756 / -4.491 eV. The orbital gap (alpha / beta) is 7.46 / 7.91 eV. The calculation puts the total energy at -11383.6055 eV.

ORCA input file:
```
! RIJCOSX wB97M-V def2-TZVPD def2/J DEFGRID3
* xyz 1 1
C 0.231 1.509 0.598
H 0.732 1.234 1.588
H -1.967 1.742 -0.208
H -1.205 -1.521 0.434
C -1.815 0.759 -0.498
N -0.572 0.450 0.163
C 3.036 -1.191 -0.463
C 1.502 1.641 -0.145
H -2.582 0.016 -0.104
H -0.349 2.468 0.819
H 3.335 -2.276 -0.674
C 1.996 -0.871 0.269
H 3.776 -0.539 -0.849
C -0.361 -0.807 0.522
H -1.544 0.625 -1.582
N 0.824 -1.416 0.686
H 0.863 -2.257 1.343
O 2.118 2.545 -0.580
*
```

Here are the Mulliken charges for atoms 1 to 4, given in e: -0.6123 0.3015 0.2720 0.3305

=====

(5)
The following is a DFT calculation (the ωB97M-V functional and the def2-TZVPD basis) of 2 unconnected molecules or ions with the total composition C6H9N2O2 in a non-equilibrium geometry.

The HOMO energy comes out at -3.732 eV. The value obtained for the LUMO energy is 3.126 eV. The orbital gap is 6.86 eV. The calculation puts the total energy at -13443.6604 eV.

ORCA input file:
```
! RIJCOSX wB97M-V def2-TZVPD def2/J DEFGRID3
* xyz -1 1
H 1.381 4.580 0.057
H 0.940 2.899 -2.262
H 0.814 0.495 -2.696
H 0.598 3.479 1.455
H -2.190 -2.072 2.452
C 1.283 3.635 0.608
N 0.751 1.122 0.485
C 0.661 0.264 -0.488
H -1.966 -0.785 1.317
C -1.176 -2.668 0.520
H 2.158 3.903 1.239
C -2.253 -1.826 1.397
C 1.066 2.136 -1.496
O -1.520 -3.090 -0.591
H 0.422 -0.797 -0.349
O -0.100 -2.610 1.145
H -3.288 -1.984 1.082
N 0.754 0.822 -1.751
C 1.067 2.384 -0.167
*
```

Here are the Mulliken charges for atoms 1 to 4, given in e: 0.3049 0.2820 0.2024 0.2835

=====

(6)
The following is a DFT calculation (the ωB97M-V functional and the def2-TZVPD basis) of 2 unconnected molecules or ions with the total composition C6H9N2O2 in a non-equilibrium geometry.

The HOMO energy comes out at -4.082 eV. The value obtained for the LUMO energy is 3.830 eV. The orbital gap is 7.91 eV. The calculation puts the total energy at -13443.3776 eV.

ORCA input file:
```
! RIJCOSX wB97M-V def2-TZVPD def2/J DEFGRID3
* xyz -1 1
N 0.113 -0.356 -0.014
H 2.562 0.470 -3.235
C 1.475 0.885 -3.201
H 0.429 -0.177 1.488
H 1.110 0.599 -4.176
H -0.272 1.732 -0.920
N 1.342 -1.127 -1.800
C 0.742 -1.455 -0.562
H -2.893 -0.562 2.938
H -2.052 1.105 2.210
C -0.763 -0.314 3.098
C 0.907 0.117 -2.051
H -2.226 -0.383 1.300
O 0.330 0.079 2.631
H 1.443 2.043 -3.140
C -2.157 -0.066 2.374
O -0.730 -0.748 4.267
C 0.096 0.659 -1.038
H 0.545 -2.501 -0.170
*
```

Here are the Mulliken charges for atoms 1 to 4, given in e: -0.2634 0.2395 -0.8668 0.4468

=====

(7)
The following is a DFT calculation (the ωB97M-V functional and the def2-TZVPD basis) of 2 unconnected molecules or ions with the total composition C6H9N2O2 in a non-equilibrium geometry.

The HOMO energy comes out at -4.272 eV. The value obtained for the LUMO energy is 3.728 eV. The orbital gap is 8.00 eV. The calculation puts the total energy at -13444.8038 eV.

ORCA input file:
```
! RIJCOSX wB97M-V def2-TZVPD def2/J DEFGRID3
* xyz -1 1
C -2.744 -0.135 0.993
H -1.098 -0.532 2.264
H 2.452 2.176 -1.170
C -1.601 0.408 2.024
O -3.754 -0.500 1.621
C 2.526 1.272 -0.558
N -0.205 -1.066 -1.150
H 2.623 1.570 0.486
C 1.579 0.186 -0.899
C 0.909 -1.766 -1.465
O -2.484 -0.204 -0.228
H 3.528 0.923 -0.846
C 0.224 0.150 -0.733
H -1.175 -1.335 -1.135
H -2.206 0.588 2.908
N 1.996 -1.048 -1.377
H -0.450 0.941 -0.478
H 0.947 -2.806 -1.746
H -1.067 1.176 1.489
*
```

Here are the Mulliken charges for atoms 1 to 4, given in e: 0.5347 0.1753 0.2980 -0.8408

=====

(8)
The following is a DFT calculation (the ωB97M-V functional and the def2-TZVPD basis) of 2 unconnected molecules or ions with the total composition C6H9N2O2 in a non-equilibrium geometry.

The HOMO energy comes out at -14.058 eV. The value obtained for the LUMO energy is -4.215 eV. The orbital gap is 9.84 eV. The calculation puts the total energy at -13431.1084 eV.

ORCA input file:
```
! RIJCOSX wB97M-V def2-TZVPD def2/J DEFGRID3
* xyz 1 1
N 2.188 -0.533 -2.066
C -0.087 0.119 -1.682
C 1.646 1.794 0.649
H -4.071 0.075 0.155
H 2.520 -1.467 0.531
N 1.107 -0.324 -1.901
C 1.905 0.503 0.742
O -0.456 -1.028 0.388
H 0.680 2.263 0.426
C -0.939 -0.374 -0.640
C 2.055 -0.680 1.182
H -3.188 -1.378 0.221
H -0.363 0.782 -2.580
H -2.835 0.018 1.365
H 2.141 -0.828 2.346
H 2.382 2.444 0.699
C -3.073 -0.305 0.307
O -2.160 -0.096 -0.790
H 0.547 -0.983 0.647
*
```

Here are the Mulliken charges for atoms 1 to 4, given in e: -0.4687 -0.5093 -0.9711 0.2804

=====

(9)
The following is a DFT calculation (the ωB97M-V functional and the def2-TZVPD basis) of a gas-phase ion, C6H9N2O2 (charge +1) in a non-equilibrium geometry.

The HOMO energy comes out at -14.276 eV. The value obtained for the LUMO energy is -4.576 eV. The orbital gap is 9.70 eV. The calculation puts the total energy at -13431.4216 eV. As for the SMILES: C=NC(=O)O[NH+]=C=C(C)C.

ORCA input file:
```
! RIJCOSX wB97M-V def2-TZVPD def2/J DEFGRID3
* xyz 1 1
H 0.552 2.892 1.641
C -2.346 -0.879 1.755
H 1.136 -1.129 1.409
C 1.043 -1.158 0.411
H -2.859 -1.112 2.639
H 2.049 -1.385 0.002
C 0.383 1.212 0.686
H 0.907 1.313 -1.981
O -3.516 1.911 1.691
C 0.719 0.242 -0.114
N -1.978 0.275 1.345
C 0.837 0.303 -1.598
H 1.816 -0.163 -1.851
H 0.298 -1.845 0.043
O -1.363 2.466 1.751
C -2.397 1.540 1.674
N -0.038 2.201 1.318
H -0.059 -0.272 -2.028
H -1.936 -1.753 1.088
*
```

Here are the Mulliken charges for atoms 1 to 4, given in e: 0.2926 -0.2103 0.4595 -1.4305

=====

(10)
The following is a DFT calculation (the ωB97M-V functional and the def2-TZVPD basis) of C6H9N3 in the gas phase in a non-equilibrium geometry.

The HOMO energy comes out at -8.341 eV. The value obtained for the LUMO energy is 0.953 eV. The orbital gap is 9.29 eV. The calculation puts the total energy at -10835.3596 eV. As for the SMILES: CC1=CN=CNN2C[C@@H]12.

ORCA input file:
```
! RIJCOSX wB97M-V def2-TZVPD def2/J DEFGRID3
* xyz 0 1
H -2.228 -0.889 1.432
H -0.676 -1.280 -1.388
C -0.621 1.499 0.133
C 1.660 1.591 -0.432
C -2.270 -0.233 0.558
H 2.574 2.213 -0.558
C -0.941 0.220 0.095
N 0.557 2.201 -0.198
H -1.388 2.173 0.534
H -2.882 0.646 0.852
H -2.805 -0.759 -0.234
C -0.108 -0.863 -0.543
N 1.311 -0.812 -0.828
C 0.835 -1.769 0.193
H 3.008 0.111 -0.512
H 1.057 -1.493 1.221
N 2.035 0.268 -0.321
H 0.880 -2.825 -0.005
*
```

Here are the Mulliken charges for atoms 1 to 4, given in e: 0.2862 0.3781 -0.1115 -0.0006

=====

(11)
The following is a DFT calculation (the ωB97M-V functional and the def2-TZVPD basis) of 2 unconnected molecules or ions with the total composition C6H9N3O in a non-equilibrium geometry.

The HOMO energy (alpha / beta) comes out at -8.516 / -8.050 eV. The value obtained for the LUMO energy (alpha / beta) is -0.185 / 0.108 eV. The orbital gap (alpha / beta) is 8.33 / 8.16 eV. The calculation puts the total energy at -12879.6267 eV.

ORCA input file:
```
! RIJCOSX wB97M-V def2-TZVPD def2/J DEFGRID3
* xyz 0 1
C 0.370 0.138 -2.340
H -2.423 0.744 1.303
C 0.365 0.756 0.950
H 2.229 -0.293 0.801
C -1.888 -0.200 0.901
H -1.468 -3.188 0.243
H -0.193 1.471 1.534
H 2.291 1.519 1.088
C -1.476 -2.198 0.600
H 0.621 -0.831 -1.912
N -0.287 -1.593 0.637
H 0.651 0.191 -3.353
C 1.793 0.519 1.316
N -2.484 -1.313 0.630
N -0.554 -0.281 0.905
C 0.373 1.376 -1.616
H 2.003 0.080 2.386
O -0.807 0.800 -2.016
H 0.883 2.303 -2.056
*
```

Here are the Mulliken charges for atoms 1 to 4, given in e: -0.2559 0.2717 -0.0185 0.3281

=====

(12)
The following is a DFT calculation (the ωB97M-V functional and the def2-TZVPD basis) of C6H9N3O2 in the gas phase in a non-equilibrium geometry.

The HOMO energy comes out at -9.718 eV. The value obtained for the LUMO energy is 0.371 eV. The orbital gap is 10.09 eV. The calculation puts the total energy at -14931.1858 eV. As for the SMILES: CN[C@@]1(N)OCC(=O)[C@@H]1C#N.

ORCA input file:
```
! RIJCOSX wB97M-V def2-TZVPD def2/J DEFGRID3
* xyz 0 1
C -2.044 0.845 0.538
C -0.203 -0.678 0.005
C 2.318 -1.221 0.097
H 1.445 -0.514 1.682
H -1.566 1.742 0.952
H 0.927 1.738 -1.986
C 1.286 -0.240 0.592
H -0.160 2.015 -0.655
H -1.142 -2.320 -0.918
H 0.497 -2.482 -0.559
N -0.380 -2.091 -0.237
H -2.237 1.125 -0.521
O -0.149 0.123 -1.252
N -1.287 -0.314 0.807
O 2.295 1.903 0.631
H -1.958 -1.069 0.755
N 3.298 -1.806 -0.060
C 0.566 1.311 -1.084
H -2.976 0.760 1.086
C 1.472 1.172 0.126
*
```

Here are the Mulliken charges for atoms 1 to 4, given in e: -0.9940 0.4246 -0.1771 0.2941

=====

Relative energy (zero: lowest compared OMol25 entry of this formula, charge and spin) readings, ordered: 2.6689 5.5674 3.3985 4.7251 2.1029 2.3857 0.9595 5.9358 5.6226 2.2672 6.3178 3.0045 eV